C52H44B2F5NO17 | the ωB97M-V functional and the def2-TZVPD basis

Values from the calculation:
F_max: 8.242 eV/A
Charge: -4
E_tot: -105855.122 eV
LUMO: 3.1 eV

```
121
Properties=species:S:1:pos:R:3:lowdin_charge:R:1
N -7.527 -0.191 7.047 -0.714
O -8.400 -0.786 7.657 -0.115
O -6.421 -0.641 6.909 -0.058
O -7.526 1.041 7.010 -0.113
C -0.463 3.782 2.293 -0.485
O -1.683 3.112 2.451 -0.109
O -0.094 4.041 3.607 -0.147
C 0.575 2.964 1.453 -0.690
F 0.097 2.319 0.449 0.152
F 1.491 3.766 0.874 0.106
F 1.204 2.126 2.185 0.205
C -2.669 3.289 1.384 -0.262
C -3.703 2.340 1.927 -0.108
H -3.150 1.425 2.139 0.083
H -4.279 2.672 2.791 0.080
H -4.479 2.067 1.212 0.050
H -2.357 2.879 0.424 0.096
H -3.084 4.294 1.313 0.104
H -0.732 4.646 1.685 0.119
B 0.937 1.642 8.325 -0.485
H 0.876 1.355 7.286 -0.116
H 0.717 2.699 8.336 -0.128
H 0.185 1.172 8.940 -0.133
H 1.960 1.500 8.638 -0.137
B 6.689 4.493 3.594 -0.483
H 7.295 4.549 2.703 -0.140
H 5.900 3.757 3.572 -0.112
H 7.370 4.149 4.357 -0.137
H 6.350 5.485 3.849 -0.125
C -9.204 8.560 2.804 -0.045
C -9.061 7.343 1.832 -0.341
O -7.950 6.662 2.479 0.118
C -7.319 7.348 3.459 -0.511
O -6.363 6.945 4.056 0.205
O -7.940 8.591 3.538 0.028
F -8.781 7.709 0.635 0.130
H -9.996 8.312 3.512 0.126
H -9.335 9.491 2.252 0.129
H -10.000 6.792 1.887 0.160
C -1.769 -6.172 3.987 -0.036
C -2.824 -5.573 3.060 -0.402
O -2.530 -4.236 3.188 0.184
C -2.022 -3.970 4.329 -0.574
O -1.923 -2.884 4.909 0.175
O -1.558 -5.080 4.946 0.071
F -3.993 -5.785 3.549 0.141
H -0.868 -6.321 3.392 0.136
H -2.284 -6.978 4.508 0.136
H -2.718 -6.013 2.068 0.168
C 7.067 -1.324 0.391 -0.076
C 7.227 -2.557 -0.099 -0.100
C 6.840 -3.693 0.671 -0.017
C 6.337 -3.617 1.990 -0.057
C 6.252 -2.284 2.575 -0.061
C 6.692 -1.183 1.760 0.046
C 5.749 -2.252 3.981 -0.166
O 5.819 -1.124 4.634 0.078
C 5.167 -3.523 4.645 -0.090
C 4.478 -3.473 5.808 0.024
C 4.043 -4.667 6.451 -0.039
C 4.277 -5.881 5.878 -0.094
C 4.852 -5.984 4.609 0.003
C 5.333 -4.773 4.078 -0.116
C 5.857 -4.898 2.702 -0.267
O 5.940 -5.971 2.098 0.047
H 7.427 -0.426 -0.090 0.110
H 7.586 -2.745 -1.100 0.096
H 6.923 -4.686 0.256 0.097
H 6.619 -0.214 2.232 0.126
H 4.345 -2.540 6.337 0.136
H 3.460 -4.657 7.360 0.111
H 3.847 -6.785 6.283 0.097
H 4.981 -6.939 4.122 0.110
C 1.535 -7.095 -8.585 -0.115
C 0.360 -6.791 -9.276 -0.036
C -0.590 -6.066 -8.465 -0.036
C -0.455 -5.763 -7.173 -0.124
C 0.752 -6.117 -6.517 -0.035
C 1.788 -6.747 -7.288 -0.010
C 1.010 -5.737 -5.030 -0.296
O 1.904 -6.215 -4.420 0.119
C -0.025 -4.840 -4.350 -0.087
C 0.362 -4.084 -3.198 0.039
C -0.584 -3.106 -2.698 -0.054
C -1.799 -2.939 -3.261 -0.079
C -2.174 -3.683 -4.381 0.009
C -1.281 -4.648 -4.957 -0.087
C -1.620 -5.195 -6.348 -0.178
O -2.803 -4.969 -6.846 -0.003
H 2.243 -7.472 -9.308 0.095
H 0.219 -7.117 -10.296 0.095
H -1.540 -5.867 -8.940 0.110
H 2.747 -6.916 -6.821 0.113
H 1.245 -4.121 -2.578 0.114
H -0.261 -2.442 -1.909 0.115
H -2.451 -2.213 -2.800 0.116
H -3.157 -3.583 -4.818 0.108
C -2.048 7.407 -3.098 -0.080
C -3.158 6.903 -3.711 -0.081
C -2.988 5.766 -4.462 -0.011
C -1.696 5.179 -4.643 -0.060
C -0.530 5.782 -4.081 -0.075
C -0.782 6.939 -3.334 0.002
C 0.802 5.178 -4.276 -0.236
O 1.868 5.786 -3.956 0.061
C 0.967 3.936 -5.094 -0.052
C 2.284 3.518 -5.455 -0.001
C 2.418 2.369 -6.182 -0.087
C 1.285 1.669 -6.610 -0.055
C 0.001 2.093 -6.207 -0.037
C -0.208 3.264 -5.569 -0.088
C -1.617 3.753 -5.186 -0.194
O -2.714 3.121 -5.368 0.028
H -2.255 8.293 -2.516 0.109
H -4.133 7.355 -3.598 0.107
H -3.857 5.250 -4.844 0.108
H 0.022 7.495 -2.876 0.124
H 3.220 3.967 -5.157 0.120
H 3.412 2.039 -6.444 0.102
H 1.394 0.665 -6.990 0.096
H -0.873 1.506 -6.449 0.115
```

C52H44IN10S4Sn | the ωB97M-V functional and the def2-TZVPD basis

Values from the calculation:
F_max: 0.560 eV/A
Charge: +1
E_tot: -126800.907 eV
LUMO: -2.0 eV

```
112
Properties=species:S:1:pos:R:3:lowdin_charge:R:1
Sn 0.346 2.235 -0.418 1.066
N -1.625 6.575 -0.651 0.068
C -0.861 5.487 -0.409 -0.836
S -1.736 3.971 -0.335 0.513
N 0.413 5.735 -0.262 0.009
N 1.198 4.648 -0.024 -0.049
C 2.450 4.876 0.138 -0.200
C 3.066 6.230 0.081 -0.209
C 3.091 6.950 -1.108 -0.033
C 3.681 8.202 -1.152 -0.073
C 4.240 8.751 -0.005 -0.082
C 4.214 8.040 1.184 -0.074
C 3.634 6.780 1.225 -0.042
C 3.331 3.696 0.349 -0.203
C 4.718 3.833 0.348 0.009
C 5.509 2.710 0.504 -0.040
C 4.905 1.470 0.646 -0.044
C 3.523 1.418 0.622 -0.148
N 2.752 2.496 0.491 -0.011
H -2.598 6.468 -0.868 0.077
H -1.167 7.461 -0.780 0.102
H 2.641 6.527 -1.997 0.117
H 3.699 8.755 -2.082 0.105
H 4.694 9.733 -0.040 0.104
H 4.645 8.463 2.081 0.105
H 3.615 6.223 2.154 0.121
H 5.164 4.808 0.216 0.118
H 6.587 2.803 0.509 0.115
H 5.484 0.565 0.771 0.109
H 3.001 0.471 0.710 0.088
N -1.355 0.783 0.361 -0.403
S -2.295 -0.233 -0.072 0.747
N -1.961 -1.801 0.354 -0.354
S -1.245 -2.904 -0.448 0.862
N 0.023 -2.728 -1.293 -0.353
S 1.251 -1.665 -0.896 0.720
N 1.036 -0.270 -1.222 -0.370
C 2.569 -2.519 -1.742 -0.318
C 3.633 -1.706 -2.101 -0.061
C 4.720 -2.270 -2.754 -0.060
C 4.730 -3.625 -3.043 -0.065
C 3.652 -4.428 -2.690 -0.063
C 2.561 -3.876 -2.037 -0.082
C 1.539 -2.057 0.834 -0.311
C 2.271 -3.157 1.265 -0.052
C 2.401 -3.387 2.627 -0.061
C 1.804 -2.529 3.542 -0.063
C 1.076 -1.434 3.099 -0.066
C 0.942 -1.190 1.740 -0.098
C -0.972 -4.131 0.805 -0.308
C -1.215 -3.870 2.142 -0.059
C -0.918 -4.858 3.072 -0.055
C -0.397 -6.074 2.659 -0.057
C -0.162 -6.319 1.310 -0.053
C -0.443 -5.342 0.372 -0.062
C -2.363 -3.685 -1.579 -0.315
C -2.048 -3.816 -2.920 -0.051
C -2.989 -4.395 -3.762 -0.054
C -4.204 -4.832 -3.257 -0.057
C -4.499 -4.695 -1.905 -0.053
C -3.575 -4.116 -1.054 -0.062
C -2.759 -0.350 -1.796 -0.301
C -4.000 -0.863 -2.162 -0.066
C -4.315 -0.965 -3.505 -0.064
C -3.395 -0.563 -4.467 -0.063
C -2.163 -0.054 -4.089 -0.050
C -1.837 0.060 -2.744 -0.066
C -3.887 -0.077 0.719 -0.320
C -4.460 1.185 0.606 -0.065
C -5.677 1.427 1.221 -0.056
C -6.301 0.423 1.950 -0.065
C -5.713 -0.827 2.065 -0.063
C -4.499 -1.087 1.442 -0.069
H 3.583 -0.646 -1.888 0.101
H 5.555 -1.646 -3.045 0.111
H 5.578 -4.060 -3.556 0.110
H 3.658 -5.481 -2.933 0.110
H 1.709 -4.483 -1.771 0.092
H 2.745 -3.824 0.558 0.108
H 2.976 -4.235 2.972 0.113
H 1.913 -2.711 4.603 0.112
H 0.612 -0.763 3.811 0.067
H 0.364 -0.346 1.381 0.056
H -1.605 -2.909 2.442 0.107
H -1.093 -4.672 4.123 0.116
H -0.170 -6.838 3.389 0.113
H 0.241 -7.271 0.992 0.113
H -0.268 -5.518 -0.681 0.114
H -1.099 -3.455 -3.289 0.112
H -2.769 -4.500 -4.815 0.115
H -4.928 -5.287 -3.920 0.113
H -5.447 -5.040 -1.516 0.114
H -3.792 -3.997 -0.001 0.114
H -4.718 -1.167 -1.412 0.115
H -5.280 -1.353 -3.801 0.113
H -3.647 -0.640 -5.517 0.110
H -1.449 0.260 -4.838 0.114
H -0.865 0.421 -2.440 0.045
H -3.958 1.966 0.048 0.087
H -6.136 2.402 1.134 0.113
H -7.249 0.618 2.432 0.110
H -6.199 -1.604 2.640 0.110
H -4.028 -2.055 1.525 0.087
I 0.789 1.452 6.067 0.896
C 0.198 2.063 4.197 -0.773
C -1.035 2.563 3.828 -0.123
N -0.961 2.830 2.522 -0.013
N 0.236 2.538 2.011 -0.075
C 0.959 2.074 3.023 -0.200
H -1.922 2.759 4.404 0.125
H -1.656 3.218 1.889 0.046
H 1.985 1.781 2.880 0.104
```

C52H44N4O24 | the ωB97M-V functional and the def2-TZVPD basis

Values from the calculation:
F_max: 3.675 eV/A
Structure (SMILES): O=C1C=CC(=O)C=C1.O=C1C=CC(=O)C=C1.O=C1C=CC(=O)C=C1.O=C1C=CC(=O)C=C1.O=C1C=CC(=O)C=C1.O=C1C=CC(=O)C=C1.O=C1C=CC(=O)C=C1.O=C1C=CC(=O)C=C1.C[N+](=O)[O-].C[N+](=O)[O-].C[N+](=O)[O-].C[N+](=O)[O-]
E_tot: -109715.878 eV
LUMO: -1.7 eV

```
124
Properties=species:S:1:pos:R:3:lowdin_charge:R:1
O -0.671 2.005 -5.123 0.099
C 0.435 2.159 -4.656 -0.362
C 0.858 3.506 -4.166 0.007
C 1.962 3.628 -3.461 0.025
C 2.943 2.471 -3.276 -0.396
O 4.004 2.702 -2.771 0.104
C 2.574 1.173 -3.858 0.017
C 1.415 1.029 -4.527 0.051
H 0.230 4.325 -4.459 0.119
H 2.162 4.613 -2.956 0.140
H 3.302 0.384 -3.652 0.128
H 1.119 0.096 -4.934 0.097
O 4.619 4.780 2.332 0.068
C 5.398 3.886 2.021 -0.371
C 5.990 3.088 3.120 0.004
C 6.491 1.878 2.879 0.000
C 6.359 1.299 1.523 -0.346
O 6.766 0.149 1.357 0.075
C 5.909 2.199 0.340 0.031
C 5.460 3.417 0.606 0.009
H 5.993 3.470 4.183 0.146
H 6.816 1.170 3.661 0.134
H 5.773 1.715 -0.635 0.116
H 5.007 4.125 -0.085 0.124
O 4.043 -4.292 4.562 0.116
C 3.217 -4.294 3.680 -0.373
C 3.471 -4.132 2.225 0.035
C 2.578 -3.854 1.313 0.010
C 1.180 -3.736 1.723 -0.384
O 0.319 -3.234 1.040 0.096
C 0.874 -4.406 3.021 0.014
C 1.776 -4.600 3.987 0.027
H 4.536 -4.132 2.048 0.125
H 2.704 -3.651 0.285 0.088
H -0.168 -4.400 3.276 0.102
H 1.498 -4.825 5.031 0.134
O -3.014 0.692 2.197 0.091
C -2.114 0.070 2.720 -0.396
C -0.784 0.538 2.410 0.031
C 0.243 -0.155 2.901 0.051
C -0.047 -1.144 3.964 -0.366
O 0.852 -1.619 4.640 0.079
C -1.416 -1.585 4.333 0.035
C -2.432 -0.965 3.723 0.028
H -0.701 1.328 1.722 0.081
H 1.286 0.035 2.697 0.102
H -1.565 -2.423 4.991 0.125
H -3.432 -1.247 3.858 0.109
O 0.672 4.135 6.947 0.099
C 1.334 3.581 6.087 -0.366
C 1.756 2.168 6.217 0.027
C 2.165 1.529 5.137 0.019
C 2.445 2.227 3.842 -0.375
O 2.867 1.595 2.895 0.065
C 2.156 3.673 3.748 0.012
C 1.629 4.330 4.803 0.039
H 1.515 1.654 7.158 0.135
H 2.340 0.482 5.122 0.101
H 2.237 4.268 2.770 0.142
H 1.204 5.292 4.657 0.108
O 0.806 2.199 0.204 0.089
C 1.057 1.183 -0.386 -0.401
C -0.075 0.458 -1.003 0.033
C 0.236 -0.678 -1.657 0.039
C 1.624 -1.199 -1.748 -0.397
O 1.996 -2.086 -2.468 0.094
C 2.664 -0.532 -0.887 0.021
C 2.439 0.647 -0.366 0.017
H -1.065 0.774 -0.645 0.123
H -0.510 -1.366 -2.085 0.125
H 3.576 -1.096 -0.842 0.125
H 3.112 1.208 0.303 0.117
O -1.090 -4.343 -5.278 0.040
C -1.563 -3.171 -5.307 -0.313
C -0.835 -2.118 -6.087 0.008
C -1.301 -0.884 -6.329 0.006
C -2.698 -0.537 -5.962 -0.394
O -3.189 0.478 -6.384 0.117
C -3.466 -1.588 -5.216 0.004
C -2.976 -2.794 -4.938 0.017
H 0.065 -2.480 -6.512 0.106
H -0.750 -0.295 -7.087 0.137
H -4.498 -1.401 -4.975 0.110
H -3.561 -3.598 -4.427 0.128
O -1.650 4.564 3.690 0.114
C -2.374 4.330 2.760 -0.369
C -1.857 4.183 1.372 0.011
C -2.617 4.025 0.307 0.014
C -4.068 3.912 0.472 -0.374
O -4.866 3.662 -0.426 0.080
C -4.582 4.159 1.815 -0.003
C -3.881 4.230 2.939 0.047
H -0.776 4.345 1.220 0.127
H -2.126 4.089 -0.667 0.123
H -5.700 4.115 1.878 0.140
H -4.283 4.153 3.914 0.111
C 0.667 -5.043 -2.910 0.015
N 1.143 -5.447 -1.602 -0.428
O 0.334 -5.938 -0.793 0.039
O 2.234 -5.092 -1.370 0.096
H 1.267 -5.531 -3.693 0.121
H 0.697 -4.003 -3.067 0.055
H -0.385 -5.370 -3.047 0.099
C -2.632 -4.549 -0.033 0.068
N -2.720 -3.534 1.060 -0.415
O -2.669 -3.860 2.218 0.066
O -2.748 -2.354 0.748 0.028
H -1.619 -4.510 -0.496 0.087
H -3.368 -4.359 -0.793 0.076
H -2.754 -5.514 0.473 0.108
C -4.423 2.064 -3.195 0.070
N -3.124 1.375 -2.918 -0.340
O -3.025 0.135 -2.985 0.038
O -2.225 2.159 -2.567 0.035
H -4.246 2.786 -3.946 0.096
H -4.765 2.426 -2.246 0.067
H -5.174 1.431 -3.591 0.083
C -5.143 -1.399 -0.799 0.071
N -5.718 -2.070 -2.048 -0.415
O -6.385 -1.372 -2.808 0.042
O -5.446 -3.231 -2.290 0.040
H -5.363 -0.381 -0.795 0.070
H -4.103 -1.625 -0.908 0.060
H -5.662 -1.912 0.020 0.114
```

Q: The lowest LUMO belongs to which entry?
A: C52H44IN10S4Sn

Q: The lowest F_max belongs to which entry?
A: C52H44IN10S4Sn

Q: Which of these has the lowest E_tot?
A: C52H44IN10S4Sn